[1]
60
Properties=species:S:1:pos:R:3:lowdin_charge:R:1 method="wB97M-V/def2-TZVPD" de_lowest_kj_mol=129.82 homo_ev=-7.60 lumo_energy_ev=-0.61
Sn 0.012 0.815 1.398 0.77
S 0.888 -0.387 3.542 0.54
S -0.466 0.235 -2.525 0.56
S -2.450 0.604 1.979 0.43
N -1.204 3.116 0.850 -0.04
N 2.425 -2.026 -0.984 0.10
N 0.551 -3.077 0.061 0.14
N -3.223 -2.087 2.610 0.04
N 0.071 2.458 3.175 -0.13
N 2.275 -1.190 -0.118 0.05
N -2.185 -1.453 -1.478 -0.03
N 1.695 0.717 5.741 0.07
N -1.923 -1.529 -3.795 -0.03
N 0.686 2.201 4.387 0.00
C -0.297 -4.076 0.086 -0.15
C -1.045 4.081 1.745 -0.30
C -2.162 4.580 -0.696 -0.04
C 1.095 0.985 4.532 -0.90
C -2.881 -1.008 2.305 -0.83
C 3.435 0.571 -1.319 -0.04
C -1.398 5.382 1.459 0.00
C -0.424 -4.981 -0.941 -0.07
C -1.631 -0.976 -2.589 -0.91
C 0.551 -4.941 -1.949 -0.07
C 4.236 1.655 1.127 -0.06
C 1.441 -3.076 -0.942 -0.31
C -1.658 3.323 -0.404 -0.10
C 1.586 -4.031 -1.899 -0.02
C 4.150 1.711 -1.324 -0.10
C -2.039 5.621 0.230 -0.04
C 3.144 -0.074 -0.125 -0.30
C -3.546 -1.910 -1.499 -0.08
C -0.380 3.650 2.949 -0.08
C 4.576 2.238 -0.121 -0.08
C 3.498 0.460 1.091 -0.08
C -2.242 -3.001 -3.953 -0.06
H 3.167 0.117 -2.204 0.08
H -1.954 -3.640 -3.031 0.09
H 2.319 -0.056 5.732 0.07
H -1.185 -5.680 -1.113 0.09
H 4.328 2.246 1.990 0.08
H 0.465 -5.692 -2.719 0.10
H 5.165 3.230 -0.143 0.13
H -3.272 -3.276 -4.117 0.06
H 3.243 -0.043 2.013 0.07
H -4.097 -1.537 -2.334 0.08
H -0.164 4.354 3.687 0.11
H -1.369 6.163 2.230 0.12
H 2.400 -4.114 -2.581 0.11
H -3.946 -1.861 -0.505 0.08
H -1.708 -3.384 -4.812 0.07
H -3.535 -3.013 -1.651 0.08
H 1.799 1.537 6.285 0.08
H -2.049 -0.793 -0.728 0.06
H -1.713 2.448 -1.039 0.06
H -1.334 -1.110 -4.487 0.08
H -2.447 6.604 -0.029 0.11
H -2.614 4.825 -1.632 0.10
H 4.406 2.099 -2.278 0.10
H -1.065 -4.003 0.862 0.11

---

[2]
16
Properties=species:S:1:pos:R:3:lowdin_charge:R:1 method="wB97M-V/def2-TZVPD" de_lowest_kj_mol=119.09 homo_ev=-8.60 lumo_energy_ev=0.87 smiles=CSCCSC
S -1.067 2.189 1.098 0.79
S 2.138 -0.506 -0.338 0.78
C 0.427 1.091 1.093 -0.56
C 0.368 0.042 0.024 -0.57
C -2.315 0.906 0.873 -0.42
C 1.721 -1.684 -1.631 -0.47
H -2.092 0.453 -0.013 -0.03
H 1.273 1.637 0.736 0.03
H -3.218 1.516 0.784 0.03
H -2.455 0.219 1.733 0.06
H 0.731 0.713 2.097 0.09
H 1.028 -1.289 -2.419 0.05
H -0.234 -0.881 0.166 0.08
H 2.606 -2.160 -2.160 0.05
H 1.175 -2.536 -1.154 0.03
H -0.084 0.291 -0.888 0.05

---

[3]
111
Properties=species:S:1:pos:R:3:lowdin_charge:R:1 method="wB97M-V/def2-TZVPD" de_lowest_kj_mol=108.95 homo_ev=-10.12 lumo_energy_ev=0.23 smiles="C[C@H]1COC(=O)O1.C[C@H]1COC(=O)O1.C[C@H]1COC(=O)O1.COC(=O)OC.COC(=O)OC.COC(=O)OC.COC(=O)OC.COC(=O)OC.CCCC#N"
O 3.066 0.817 -4.043 -0.06
O -1.405 2.053 -3.017 0.07
O 0.929 6.446 1.238 0.15
O -1.821 -3.119 5.220 0.09
O -1.064 5.489 0.913 0.10
O 1.140 0.912 -0.748 -0.03
O 2.731 2.528 -0.113 -0.03
O 3.007 -4.054 -6.629 -0.04
O -3.538 2.034 -2.411 0.14
O 2.110 -2.981 3.095 -0.02
O 1.249 -3.113 -5.255 -0.06
O -0.996 -1.258 4.518 0.09
O -1.853 -2.709 3.000 0.10
O -2.015 3.348 5.109 -0.06
O 0.473 -4.122 1.953 -0.05
O 3.217 -1.504 -3.348 0.02
O 0.933 -4.808 4.238 -0.07
O 2.855 -1.761 -5.965 -0.03
O 0.492 5.287 -0.576 0.11
O -3.746 4.368 3.741 0.02
O 1.799 1.255 1.439 0.06
O 5.112 -0.219 -3.498 0.00
O -2.579 0.216 -3.205 0.11
O -3.871 2.182 4.078 -0.02
N -0.519 -3.322 -2.170 0.18
C 0.527 -4.373 -5.138 -0.03
C -0.559 1.231 -3.833 -0.06
C -3.163 3.326 4.295 -0.39
C -3.029 4.755 -0.245 -0.02
C -0.598 4.392 -1.003 -0.04
C -0.577 -1.262 5.871 -0.25
C 1.958 1.440 0.203 -0.47
C 2.373 -3.015 -5.969 -0.41
C 1.153 -3.934 3.119 -0.36
C -3.314 0.928 4.473 -0.05
C 5.762 0.987 -3.940 -0.02
C 0.173 5.831 0.551 -0.63
C -2.382 -0.965 -0.296 -0.22
C -1.545 -2.360 4.148 -0.55
C -1.597 4.516 0.102 -0.39
C -1.713 -2.343 -0.044 -0.16
C -1.152 -0.112 6.720 -0.02
C -3.253 5.590 4.102 -0.08
C -1.063 -2.679 6.289 -0.10
C 4.110 -1.380 -6.481 -0.04
C 1.297 -0.007 1.827 -0.03
C 3.244 2.640 -1.420 -0.06
C -2.759 -0.204 0.974 -0.09
C -1.428 -0.823 -5.055 0.02
C 1.846 -1.458 -3.123 -0.10
C -1.005 -2.839 -1.260 -0.16
C -1.291 -0.079 -3.678 -0.29
C 3.784 -0.292 -3.583 -0.40
C 3.043 -2.935 4.220 -0.01
C -0.383 -5.242 1.868 -0.04
C -2.594 1.457 -2.873 -0.63
H -0.781 -0.164 7.790 0.12
H 4.066 -0.309 -6.722 0.10
H -2.202 5.675 4.068 0.09
H 0.491 1.126 -3.599 0.11
H -1.885 -1.780 -4.998 0.08
H -3.642 4.940 0.696 0.10
H -0.755 -5.321 0.873 0.09
H 4.436 -1.940 -7.368 0.10
H -0.490 -4.215 -4.809 0.06
H 1.113 -4.967 -4.415 0.10
H -2.363 -3.020 0.440 0.10
H 2.374 2.587 -2.206 0.12
H 1.475 -0.839 1.087 0.12
H -0.397 -3.431 6.441 0.09
H -3.181 0.946 5.541 0.06
H -4.063 0.079 4.190 0.14
H 3.773 -2.195 4.130 0.07
H -3.105 5.685 -0.849 0.10
H 0.529 -1.212 5.905 0.15
H -0.629 1.633 -4.856 0.15
H 3.843 3.624 -1.427 0.13
H 4.919 -1.492 -5.729 0.10
H -2.678 0.864 0.701 0.07
H -1.622 3.542 0.655 0.16
H 1.520 -0.783 -2.334 0.08
H 3.659 -3.857 4.276 0.11
H 0.182 0.055 1.913 0.10
H -2.231 -0.353 1.919 0.04
H -1.023 -2.396 0.796 0.08
H -3.831 -0.365 1.191 0.09
H 1.348 -1.013 -4.020 0.08
H -3.103 -0.804 -1.145 0.13
H 2.524 -2.833 5.148 0.08
H -2.354 0.822 3.940 0.09
H -0.870 4.710 -2.025 0.15
H 5.847 1.603 -3.077 0.08
H -1.130 -5.162 2.646 0.09
H -1.709 -2.611 7.228 0.16
H -3.732 5.968 5.006 0.11
H -3.573 6.360 3.400 0.10
H -0.568 -0.962 -5.592 0.05
H -0.380 3.400 -1.134 0.08
H 0.369 -6.040 2.088 0.12
H -0.851 -0.750 -2.916 0.12
H 3.946 1.818 -1.617 0.07
H -1.535 -0.454 -0.802 0.08
H 6.744 0.777 -4.314 0.09
H -1.124 0.893 6.338 0.07
H -3.410 3.940 -0.924 0.09
H 5.272 1.553 -4.668 0.08
H 0.405 -4.983 -6.079 0.11
H -1.908 -0.178 -5.707 0.07
H -2.232 -0.183 6.825 0.07
H 1.667 -0.408 2.795 0.09
H 1.283 -2.378 -3.092 0.05

---

[4]
6
Properties=species:S:1:pos:R:3:lowdin_charge:R:1 method="wB97M-V/def2-TZVPD" de_lowest_kj_mol=561.01 total_charge=-1 homo_ev="-1.86 / -1.85" lumo_energy_ev="5.00 / 5.00"
N -0.497 -1.045 -0.365 -0.23
N -1.556 -0.508 -0.836 -0.29
N 1.726 1.082 -0.647 -0.02
N -1.821 -0.546 0.443 -0.21
C 1.195 0.466 0.178 -0.27
H 0.953 0.551 1.227 0.03

---

[5]
15
Properties=species:S:1:pos:R:3:lowdin_charge:R:1 method="wB97M-V/def2-TZVPD" multiplicity=2 de_lowest_kj_mol=159.78 homo_ev="-10.40 / -9.69" lumo_energy_ev="1.06 / -3.72"
O -2.063 -0.991 1.700 0.05
O -2.291 1.022 0.710 0.03
N -0.084 -1.327 -0.021 0.12
C 0.855 -0.241 0.281 -0.26
C 1.777 -0.001 -0.878 -0.18
C 1.781 1.130 -1.558 0.01
C -2.664 0.115 1.406 -0.49
H -0.463 -1.167 -0.958 0.10
H 1.407 -0.530 1.167 0.12
H 2.451 1.285 -2.383 0.05
H 1.100 1.919 -1.275 0.06
H -0.915 -1.283 0.594 0.02
H 0.327 0.684 0.508 0.11
H 2.443 -0.801 -1.188 0.10
H -3.662 0.185 1.895 0.15

---

[6]
16
Properties=species:S:1:pos:R:3:lowdin_charge:R:1 method="wB97M-V/def2-TZVPD" de_lowest_kj_mol=351.05 homo_ev=-8.37 lumo_energy_ev=-0.25
Cl -1.347 -2.425 -2.044 0.52
S 0.200 -0.134 -2.938 0.77
C -1.327 0.380 0.625 -0.09
C 0.867 -0.613 1.533 -0.05
C 0.847 1.235 -0.115 -0.07
C 0.140 0.356 0.614 -0.48
C -0.179 -1.222 -1.742 -1.02
H -1.643 1.418 0.947 0.11
H -1.774 0.297 -0.377 0.07
H 0.383 2.045 -0.675 0.07
H 1.954 1.104 0.000 0.09
H 0.660 0.651 -2.035 -0.21
H -1.776 -0.349 1.277 0.07
H 0.861 -1.546 1.006 0.06
H 1.956 -0.381 1.610 0.10
H 0.177 -0.816 2.314 0.06

---

[7]
14
Properties=species:S:1:pos:R:3:lowdin_charge:R:1 method="wB97M-V/def2-TZVPD" de_lowest_kj_mol=200.88 homo_ev=-9.86 lumo_energy_ev=0.41 smiles=O[C@@H]1CC(Cl)(Cl)[C@@H]1O
Cl 1.647 0.546 2.180 0.64
Cl 2.578 0.531 -0.470 0.73
O -1.728 -0.073 -0.991 -0.07
O 0.298 -1.379 -1.082 -0.07
C 0.225 -1.047 0.231 -0.33
C 1.276 0.174 0.513 -1.24
C -0.909 0.048 0.204 -0.29
C 0.154 1.109 0.017 -0.26
H -1.607 0.377 1.234 0.22
H 0.519 1.608 -0.947 0.12
H 0.236 -2.119 0.712 0.18
H -0.492 -0.973 -1.572 0.11
H 0.218 1.997 0.697 0.10
H -2.416 -0.800 -0.727 0.17

---

[8]
43
Properties=species:S:1:pos:R:3:lowdin_charge:R:1 method="wB97M-V/def2-TZVPD" multiplicity=4 total_charge=+2 homo_ev="-14.13 / -13.96" lumo_energy_ev="-6.22 / -10.53"
Tc -0.361 -0.918 0.132 1.23
Cl -3.018 1.780 4.803 0.84
Cl -2.361 1.589 1.718 0.75
Cl 0.965 -1.669 5.837 0.84
Cl -1.413 0.074 6.861 0.78
Cl 1.611 -1.817 2.739 0.79
N 1.771 -0.291 -2.155 -0.02
N 1.458 -0.970 -0.988 -0.12
N -0.542 0.244 -2.684 0.02
N 0.555 1.563 -0.340 0.10
N -1.161 -0.289 -1.534 -0.17
N 0.887 1.942 -1.628 0.04
C 3.401 -1.741 -1.824 -0.02
C -1.398 0.131 -3.681 -0.03
C 0.657 2.699 0.389 -0.05
C -1.472 -2.418 0.866 -0.27
C -1.483 0.649 2.871 -0.68
C 0.293 -0.863 3.329 -0.65
C 0.053 -0.759 4.730 -0.64
C -0.523 -0.233 2.416 -0.30
C 2.500 -1.815 -0.753 -0.10
C -2.584 -0.393 -3.215 -0.01
C -1.752 0.784 4.267 -0.64
C 1.019 3.796 -0.430 0.11
C 1.156 3.266 -1.724 0.07
C -2.446 -0.595 -1.847 -0.07
C -1.009 0.039 5.203 -0.69
C 2.914 -0.767 -2.684 -0.03
B 0.887 0.829 -2.704 -0.49
H 1.215 1.252 -3.774 0.14
H 2.576 -2.403 0.145 0.08
H 1.161 4.823 -0.143 0.14
H 4.296 -2.329 -1.980 0.12
H -1.999 -1.831 1.606 0.00
H -3.165 -0.908 -1.112 0.12
H 3.291 -0.414 -3.645 0.15
H -1.108 0.416 -4.652 0.13
H -0.242 -2.228 -0.766 0.09
H 0.449 2.725 1.446 0.11
H -0.884 -3.256 1.270 0.04
H 1.414 3.755 -2.672 0.17
H -3.447 -0.626 -3.794 0.11
H -2.162 -2.820 0.102 0.02

---

[9]
14
Properties=species:S:1:pos:R:3:lowdin_charge:R:1 method="wB97M-V/def2-TZVPD" de_lowest_kj_mol=41.19 homo_ev=-9.22 lumo_energy_ev=0.53 smiles="[H]/N=C/N.CSS"
S -3.349 -0.236 -0.638 0.34
S -3.334 0.210 -2.613 0.28
N 3.567 0.106 1.333 0.06
N 1.388 0.870 1.282 0.06
C -2.140 -1.580 -0.610 -0.51
C 2.743 1.025 1.109 -0.41
H -1.712 -1.731 0.383 0.03
H 4.505 0.279 1.002 0.03
H -2.574 -2.558 -0.845 0.03
H -2.472 1.235 -2.802 -0.19
H 1.015 0.137 1.880 0.09
H 2.914 1.963 0.580 0.11
H 0.829 1.706 1.316 0.07
H -1.379 -1.427 -1.375 0.02

---

[10]
119
Properties=species:S:1:pos:R:3:lowdin_charge:R:1 method="wB97M-V/def2-TZVPD" total_charge=+1 homo_ev=-8.63 lumo_energy_ev=-3.54
Tl 2.776 -0.247 1.368 1.01
Se 2.443 -1.529 -1.534 1.10
Cl 9.693 -3.180 2.423 0.65
F -3.524 1.997 -1.198 0.04
O 2.406 0.373 3.439 -0.10
O 1.306 -0.252 5.276 0.07
O 4.260 -2.087 0.560 -0.21
O 3.979 1.397 -1.233 -0.10
O 0.409 0.183 1.066 -0.04
O 2.750 0.690 -0.977 -0.41
N 0.282 -0.128 -2.877 0.02
N -7.794 3.362 -0.083 0.07
N 1.406 -6.530 2.832 0.09
N 4.807 0.551 0.782 0.05
N 2.649 2.261 1.225 0.09
N 1.632 -4.102 3.221 0.10
N -2.342 0.750 4.014 -0.02
N -5.644 2.058 0.656 -0.07
N 1.837 -2.055 1.945 0.08
N -0.387 -1.759 -1.581 0.00
C -2.012 0.705 -3.563 0.00
C 5.967 -3.635 1.038 0.01
C -0.753 -4.214 -3.657 -0.10
C -4.093 -0.538 5.217 -0.06
C -2.035 1.202 0.404 0.09
C -1.531 -1.148 -2.072 -0.17
C 8.080 -2.818 1.874 -0.67
C -0.880 -4.822 -2.257 -0.24
C 1.598 -0.992 -5.542 -0.25
C -3.293 1.610 0.080 -0.19
C -3.328 0.773 5.102 -0.18
C 3.217 4.955 1.480 0.01
C 4.130 4.109 0.844 -0.14
C -3.993 1.348 2.332 0.06
C -3.787 -0.613 -2.559 -0.10
C 4.655 1.766 0.011 -0.43
C 2.029 4.441 1.952 -0.03
C -0.026 0.329 3.428 -0.01
C -3.360 0.433 -3.383 -0.10
C -6.064 1.791 -0.732 -0.12
C -6.735 1.896 1.603 -0.14
C 5.993 0.091 1.074 -0.04
C 5.437 -2.306 0.983 -0.36
C -7.760 3.008 1.384 -0.07
C 1.781 3.086 1.803 -0.08
C -7.539 2.130 -0.902 -0.08
C -1.053 0.461 4.312 0.04
C 1.338 0.099 4.110 -0.60
C -2.686 0.998 2.700 -0.12
C 7.233 -3.880 1.475 -0.08
C 1.765 -3.062 2.549 -0.28
C 5.381 4.567 0.320 0.01
C -1.703 0.877 1.719 -0.04
C 3.113 -1.094 -5.361 -0.10
C 5.915 2.368 -0.518 0.02
C 7.645 -1.538 1.811 -0.07
C -2.879 -1.421 -1.888 0.00
C 3.782 2.754 0.744 -0.11
C 0.707 -1.130 -2.073 -0.52
C -4.332 1.664 1.025 -0.12
C 6.230 3.683 -0.356 -0.06
C 1.127 0.742 -3.705 -0.12
C -1.108 -0.110 -2.896 -0.15
C 0.062 -4.218 -1.213 -0.18
C -0.331 0.442 2.024 -0.31
C 6.325 -1.248 1.372 -0.13
C -0.374 -2.879 -0.629 -0.13
C 1.527 -5.387 2.983 -0.39
C 1.035 0.385 -5.189 -0.18
H 1.583 1.150 -5.746 0.12
H 2.144 0.659 -3.333 0.09
H -0.009 0.441 -5.506 0.10
H -1.272 1.142 -0.365 0.14
H 0.282 -4.278 -4.005 0.08
H 1.301 5.070 2.446 0.11
H 1.096 -1.759 -4.942 0.09
H 7.610 -4.894 1.518 0.11
H -5.900 0.751 -1.031 0.13
H -1.388 -2.964 -0.239 0.12
H 1.349 -1.202 -6.584 0.11
H 0.152 -4.898 -0.363 0.12
H 6.828 0.791 1.029 0.14
H 8.304 -0.724 2.095 0.12
H -4.094 1.034 -3.908 0.11
H 0.284 -2.595 0.191 0.08
H -4.840 -0.467 6.010 0.08
H -3.212 -2.239 -1.263 0.12
H -1.682 1.518 -4.197 0.12
H -7.765 2.328 -1.946 0.14
H -4.601 -0.789 4.282 0.07
H 1.062 -4.113 -1.636 0.09
H 0.797 1.767 -3.537 0.13
H 7.157 4.058 -0.774 0.12
H 5.315 -4.444 0.731 0.12
H 6.545 1.709 -1.101 0.13
H -8.756 2.682 1.675 0.14
H -1.916 -4.741 -1.905 0.10
H 3.455 6.007 1.587 0.12
H -0.820 0.307 5.359 0.15
H -4.847 -0.815 -2.455 0.10
H -0.663 -5.889 -2.328 0.11
H -8.215 1.360 -0.539 0.14
H -5.490 2.417 -1.408 0.12
H 3.405 -1.018 -4.314 0.03
H -4.003 1.615 4.953 0.11
H -7.505 3.910 1.932 0.14
H -1.378 -4.754 -4.370 0.07
H 3.622 -0.299 -5.916 0.08
H -7.043 4.025 -0.275 0.18
H -2.781 0.972 6.019 0.13
H 0.863 2.655 2.173 0.11
H 3.483 -2.051 -5.733 0.08
H -6.390 1.997 2.621 0.12
H 5.661 5.606 0.449 0.12
H -1.057 -3.165 -3.690 0.05
H -4.743 1.344 3.102 0.08
H -3.412 -1.355 5.462 0.09
H -8.673 3.813 -0.325 0.19
H -7.205 0.909 1.523 0.14

---

Please write out number 9 again, unchanged.
14
Properties=species:S:1:pos:R:3:lowdin_charge:R:1 method="wB97M-V/def2-TZVPD" de_lowest_kj_mol=41.19 homo_ev=-9.22 lumo_energy_ev=0.53 smiles="[H]/N=C/N.CSS"
S -3.349 -0.236 -0.638 0.34
S -3.334 0.210 -2.613 0.28
N 3.567 0.106 1.333 0.06
N 1.388 0.870 1.282 0.06
C -2.140 -1.580 -0.610 -0.51
C 2.743 1.025 1.109 -0.41
H -1.712 -1.731 0.383 0.03
H 4.505 0.279 1.002 0.03
H -2.574 -2.558 -0.845 0.03
H -2.472 1.235 -2.802 -0.19
H 1.015 0.137 1.880 0.09
H 2.914 1.963 0.580 0.11
H 0.829 1.706 1.316 0.07
H -1.379 -1.427 -1.375 0.02